Entry 1:
DFT (the ωB97M-V functional and the def2-TZVPD basis) results for C40H42LiN3SSb2SeSi as an isolated structure.

```
! RIJCOSX wB97M-V def2-TZVPD def2/J DEFGRID3
* xyz 0 1
Sb -1.79646 -0.72735 -2.64913
Sb 1.94954 -1.28652 1.33440
Se -3.14061 1.72214 2.62522
S -3.22243 -4.47804 0.28905
Si -4.08819 2.79204 0.90680
N -2.53456 -2.18960 1.15278
N -1.10440 -1.29947 3.27506
N -0.09814 -3.23533 3.69686
C 0.81002 1.53408 1.44131
C 0.20555 0.07546 4.91660
C 2.79515 1.45183 0.09418
C -2.98028 4.16578 0.26463
C 0.00158 -0.72288 -1.48058
C 6.35109 -1.78081 1.13508
C -0.15679 -1.09913 4.26030
C 6.74066 -1.58799 2.45216
C -1.53885 4.04467 -3.84102
C 4.03835 -1.44637 1.75303
C -1.87415 -3.12054 1.91960
C 2.03756 -1.98468 -0.70575
C 2.63877 2.79805 -0.21030
C 0.49359 -2.30876 4.53662
C 0.64879 2.88002 1.13891
C -0.44282 -3.12173 -6.07967
C -0.79616 -1.40443 -4.41439
C -1.12850 -2.63524 -4.97294
C 0.92066 -1.14481 -6.09562
C 4.44168 -1.26049 3.07468
C -0.92086 3.59433 -2.68521
C -0.98936 2.25353 -2.32966
C 0.58307 -2.37722 -6.64038
C 1.87870 0.80905 0.92010
C 1.23100 -0.01005 5.83670
C -5.71004 3.57790 1.42770
C 0.23453 -0.66290 -4.99041
C 5.78369 -1.32621 3.42271
C -2.29773 1.81117 -4.29215
C 1.87873 -1.22716 6.10400
C 1.56518 3.51128 0.31080
C 0.65648 -2.08362 -1.34420
C -2.11997 -4.41605 1.59356
C -1.67371 1.34787 -3.13601
C -4.46335 1.62376 -0.52203
C -2.23104 3.15047 -4.64496
C 5.00780 -1.70842 0.78868
C 1.52658 -2.39857 5.46171
C -3.27642 -2.77021 0.26030
C -1.03231 -2.56516 2.96801
Li -2.20263 -0.29340 1.91426
H 0.75289 -2.54238 -2.33407
H 1.54540 0.87779 6.36818
H -1.93257 -3.22548 -4.54630
H 2.67824 -1.24589 6.83300
H 3.35517 3.29188 -0.85496
H 4.72425 -1.85955 -0.24638
H -6.41161 2.81689 1.77313
H -3.43837 4.67069 -0.59092
H 0.49919 0.30547 -4.57920
H -4.92826 2.13261 -1.36991
H -1.74125 -5.31036 2.05787
H 3.64170 0.90866 -0.31328
H 2.52860 -2.96092 -0.68482
H -0.50305 1.93572 -1.41247
H -0.31105 1.00257 4.70300
H -3.54381 1.15773 -0.88157
H 1.44755 4.56110 0.07215
H 2.03530 -3.33084 5.66689
H -2.83840 1.12196 -4.93263
H -5.13777 0.83608 -0.17762
H 0.68614 -0.02846 -1.97708
H 1.11742 -2.75271 -7.50354
H -2.71688 3.49766 -5.54800
H 6.08357 -1.17424 4.45203
H -6.17137 4.12185 0.59954
H -5.54595 4.27773 2.24905
H 7.78765 -1.64068 2.72152
H -1.48465 5.09040 -4.11447
H 7.09384 -1.98514 0.37421
H -2.01418 3.77603 -0.05764
H -0.19716 3.41748 1.54852
H 2.66870 -1.30788 -1.28776
H 0.16932 -4.19654 3.58228
H -0.71284 -4.08015 -6.50465
H 1.71740 -0.55795 -6.53491
H 0.07954 1.06265 2.09093
H -3.87149 -2.23188 -0.46183
H 3.70210 -1.06000 3.84397
H -0.22998 -0.28271 -0.50645
H -2.80741 4.90273 1.05110
H -0.38520 4.28815 -2.04988
H 0.01026 -2.75033 -0.75844
*
```

Its HOMO energy is -0.249 hartree. As for the energy above the lowest of the compared OMol25 structures with the same formula, charge and spin: 16.7 kJ/mol. The calculation puts the total energy at -143974.4338 eV. For the HOMO-LUMO gap, the calculation gives 6.4 eV. The calculation puts the molecular weight at 954.37 g/mol.

***

Entry 2:
DFT (the ωB97M-V functional and the def2-TZVPD basis) results for one molecule with the formula C4H4N2O.

```
! RIJCOSX wB97M-V def2-TZVPD def2/J DEFGRID3
* xyz 0 1
O 2.48130 -0.31680 -0.06297
N 0.71078 1.18911 0.21258
N 0.50636 -1.28778 0.09457
C -0.63913 1.18410 -0.00908
C -1.42782 0.01461 -0.12703
C -0.80243 -1.34252 0.03347
C 1.17529 0.03472 -0.04118
H -2.60564 0.18657 -0.40587
H -0.99324 2.22221 0.20292
H 2.89190 0.49074 -0.31414
H -1.29737 -2.37497 0.41673
*
```

Its HOMO energy is -0.345 hartree. As for the energy above the lowest of the compared OMol25 structures with the same formula, charge and spin: 192.8 kJ/mol. The calculation puts the total energy at -9238.4899 eV. Its SMILES is Oc1ncccn1. For the HOMO-LUMO gap, the calculation gives 10.0 eV. The calculation puts the molecular weight at 96.09 g/mol.

***

Entry 3:
DFT (the ωB97M-V functional and the def2-TZVPD basis) results for a 2-piece molecular cluster, C2H4BrCl overall.

```
! RIJCOSX wB97M-V def2-TZVPD def2/J DEFGRID3
* xyz 0 1
Br 0.93872 0.97129 -3.55735
Cl -0.60806 -0.04343 -0.04488
C -0.61857 1.81251 -3.16774
C -1.14207 -1.62722 -0.66954
H -1.93115 -1.93474 -0.01013
H -0.42385 2.24202 -2.19744
H -1.29451 -1.48947 -1.75713
H -0.44902 -2.42718 -0.37017
*
```

Its HOMO energy is -0.332 hartree. As for the energy above the lowest of the compared OMol25 structures with the same formula, charge and spin: 417.6 kJ/mol. The calculation puts the total energy at -84699.6418 eV. For the HOMO-LUMO gap, the calculation gives 8.1 eV. The calculation puts the molecular weight at 143.41 g/mol.

***

Entry 4:
DFT (the ωB97M-V functional and the def2-TZVPD basis) results for C27H31AsMgN8O10S2 as an isolated structure.

```
! RIJCOSX wB97M-V def2-TZVPD def2/J DEFGRID3
* xyz -2 1
As -1.06671 -2.01480 2.93393
S -1.78771 0.85563 2.72625
S 2.02345 1.34584 -3.15486
Mg -0.64988 0.03475 0.51498
O 0.46488 1.57212 0.99744
O -2.27286 0.66505 1.36066
O 2.63032 0.06557 -3.49366
O 2.45924 2.12259 1.84591
O 0.23671 -2.50916 3.75548
O -1.01551 -1.72384 1.33523
O -1.91398 2.21749 3.18462
O 1.73398 2.15950 -4.32748
O -1.92627 -3.73242 2.75237
O -0.53242 0.21214 3.08331
N -1.26616 -2.07841 -3.32004
N 1.32956 -0.86465 0.44887
N -1.08516 -0.86215 -1.29670
N -1.02881 1.88994 -1.08067
N 6.58578 3.80395 -0.22995
N 0.78147 3.26405 -1.80786
N 0.71192 1.02681 -2.28636
N -2.93268 -2.22790 -1.70872
C 0.15485 2.07443 -1.70827
C 5.48514 3.25237 -0.89274
C -1.57107 2.94691 -0.52345
C -3.03930 -3.66610 -1.84489
C -2.97146 -0.06788 3.71115
C -1.71243 -1.66308 -2.04831
C -2.16772 -1.78790 -4.41359
C 3.28375 2.17776 -2.18815
C 3.81001 3.37893 -2.61543
C 1.58398 -2.16017 0.36486
C -4.89058 -0.30073 5.10781
C 1.62259 1.33177 1.41003
C 0.20692 4.29950 -1.24336
C -3.55257 -1.72778 -0.49842
C 2.97229 -0.68935 2.16804
C 0.10952 -1.76166 -3.65547
C 4.92908 2.05007 -0.45843
C 2.49679 -2.80259 1.18404
C -2.59877 -1.36663 3.96200
C 3.83220 1.51702 -1.10748
C -1.01036 4.21738 -0.58869
C -3.35192 -2.13594 4.83631
C 4.90907 3.91976 -1.97327
C 3.19860 -2.04999 2.11723
C -4.12027 0.47300 4.25419
C -4.48635 -1.59144 5.41952
C 2.00856 -0.14392 1.32401
H -0.30084 -0.38500 -1.74209
H 3.40046 0.58054 -0.79389
H -3.40895 -0.65152 -0.44744
H 5.34025 4.85776 -2.30818
H 0.40403 -2.38176 -4.50476
H -5.79521 0.10281 5.54525
H 3.47945 -0.03147 2.85952
H 3.89899 -2.52499 2.79335
H 2.63633 -3.87356 1.11495
H -3.03270 -3.14932 5.04635
H -1.48024 -4.03011 1.95625
H -4.38160 1.49008 3.99994
H -5.06706 -2.17902 6.11987
H 0.75845 5.23423 -1.32528
H -4.08731 -3.94671 -1.98615
H -3.19486 -1.93249 -4.08913
H -2.50058 2.77470 0.00536
H -3.09588 -2.15670 0.39672
H 7.17345 4.39485 -0.79830
H 7.09918 3.14069 0.32959
H 1.02010 -2.70704 -0.38170
H 5.36791 1.53473 0.38441
H 3.34736 3.86425 -3.46095
H 0.75965 -1.98084 -2.81374
H -2.04831 -0.75301 -4.75990
H -1.47933 5.07522 -0.13098
H -2.66610 -4.16909 -0.94286
H -4.61601 -1.97661 -0.53037
H -2.45786 -3.99676 -2.70302
H -1.95016 -2.45785 -5.24987
H 0.26768 -0.71189 -3.91490
*
```

Its HOMO energy is -0.106 hartree. As for the energy above the lowest of the compared OMol25 structures with the same formula, charge and spin: 300.7 kJ/mol. The calculation puts the total energy at -148858.0777 eV. For the HOMO-LUMO gap, the calculation gives 7.3 eV. The calculation puts the molecular weight at 790.95 g/mol.

***

Entry 5:
DFT (the ωB97M-V functional and the def2-TZVPD basis) results for C6H10O as an isolated structure.

```
! RIJCOSX wB97M-V def2-TZVPD def2/J DEFGRID3
* xyz 0 1
O -1.33763 0.33776 1.26300
C 0.89642 0.96348 0.53203
C -0.02924 -0.08334 0.97689
C 1.43667 1.58412 -0.42345
C 0.20522 -0.79744 -0.39883
C -1.03314 -1.42343 -1.01382
C 0.87379 0.33214 -1.28588
H 0.96215 -1.56755 -0.22306
H 0.37884 2.15683 2.72528
H -1.82442 -0.68151 -1.16078
H -1.43628 -2.21913 -0.37954
H 0.14677 0.76197 -1.98144
H 1.12221 2.21856 2.76294
H 1.71161 -0.07344 -1.85771
H -0.78442 -1.85128 -1.99194
H -1.57807 1.02452 0.62558
H 0.28951 -0.68225 1.83073
*
```

Its HOMO energy is -0.350 hartree. As for the energy above the lowest of the compared OMol25 structures with the same formula, charge and spin: 500.2 kJ/mol. The calculation puts the total energy at -8426.0564 eV. For the HOMO-LUMO gap, the calculation gives 10.2 eV. The calculation puts the molecular weight at 98.14 g/mol.

***

Entry 6:
DFT (the ωB97M-V functional and the def2-TZVPD basis) results for a 2-piece molecular cluster, CH3FNO2S overall.

```
! RIJCOSX wB97M-V def2-TZVPD def2/J DEFGRID3
* xyz -1 1
S -1.66258 -1.07426 -0.25800
F 2.52573 0.50991 0.74858
O -1.41469 -1.46437 -1.79424
O -2.92101 -0.28256 -0.15000
N -0.50777 -0.41450 0.55071
C 1.53748 1.31667 0.29991
H 1.36307 0.85833 -0.69952
H 0.41590 -0.83336 0.49193
H 0.66388 1.38415 0.81063
*
```

Its HOMO energy (spin up / spin down) is -0.125 / -0.176 hartree. As for the energy above the lowest of the compared OMol25 structures with the same formula, charge and spin: 431.4 kJ/mol. The calculation puts the total energy at -20220.3026 eV. For the HOMO-LUMO gap (spin up / spin down), the calculation gives 6.7 / 8.4 eV. The calculation puts the molecular weight at 112.11 g/mol.

***

Entry 7:
DFT (the ωB97M-V functional and the def2-TZVPD basis) results for C5H9NO2 as an isolated structure.

```
! RIJCOSX wB97M-V def2-TZVPD def2/J DEFGRID3
* xyz 0 1
O 0.67703 -1.93444 1.18490
O -1.19511 -0.90356 -0.12651
N 1.63905 -0.98856 -1.28368
C -1.58910 0.08070 -1.04739
C -0.27194 0.24358 1.53229
C -0.52349 1.44378 1.93121
C 0.30015 -0.82559 0.84032
C 1.37823 -0.04977 -0.27675
H 0.93361 0.86336 -0.66158
H -0.92381 0.15870 -1.92065
H -1.51790 1.71892 2.27097
H 2.01399 -1.85065 -0.90176
H 2.25959 0.15351 0.32743
H -1.66624 1.08425 -0.60022
H -2.58775 -0.18707 -1.40837
H 0.25585 2.20262 1.97503
H 0.81782 -1.20979 -1.83524
*
```

Its HOMO energy (spin up / spin down) is -0.316 / -0.316 hartree. As for the energy above the lowest of the compared OMol25 structures with the same formula, charge and spin: 608.2 kJ/mol. The calculation puts the total energy at -10910.2716 eV. For the HOMO-LUMO gap (spin up / spin down), the calculation gives 7.1 / 7.1 eV. The calculation puts the molecular weight at 115.13 g/mol.

***

Entry 8:
DFT (the ωB97M-V functional and the def2-TZVPD basis) results for a 2-piece molecular cluster, C16H17NO overall.

```
! RIJCOSX wB97M-V def2-TZVPD def2/J DEFGRID3
* xyz 0 1
O 3.02237 1.48130 1.10326
N -2.89485 -1.09056 0.82506
C -1.53142 -2.85973 -0.25641
C -1.76301 -1.78257 0.57668
C 0.59507 -1.58831 1.20691
C 0.21632 2.20796 -1.04233
C 1.03412 2.26976 0.08363
C 2.51434 0.64845 -1.07133
C 0.30834 1.25215 -2.00883
C -0.54412 1.11272 -3.20267
C -2.60461 -0.00174 1.65263
C -0.21934 -3.25061 -0.33746
C -0.71439 -1.10571 1.26500
C 2.21405 1.58109 -0.01604
C -0.54777 0.92902 2.88809
C -1.28125 0.10641 1.87870
C 0.88077 -2.65242 0.34984
C 1.51590 0.41887 -1.98422
H -1.00976 1.96214 3.00908
H -1.36018 1.80321 -3.39722
H 0.05399 -4.12713 -0.91294
H 0.42566 1.09507 2.38378
H 1.80926 -3.16980 0.18999
H 0.16726 1.14406 -4.06389
H -0.38781 0.48464 3.86707
H -3.49330 0.57359 1.95123
H -0.50920 3.07747 -1.12194
H 3.83848 1.98733 1.06242
H -1.09895 0.17784 -3.32480
H -3.77383 -1.18391 0.35283
H 3.39462 0.06446 -0.83501
H -2.31444 -3.43864 -0.72635
H 1.37334 -0.99750 1.69820
H 1.04290 3.03274 0.85369
H 1.64149 -0.16163 -2.89666
*
```

Its HOMO energy is -0.285 hartree. As for the energy above the lowest of the compared OMol25 structures with the same formula, charge and spin: 150.0 kJ/mol. The calculation puts the total energy at -20404.2720 eV. Its SMILES is Cc1c[nH]c2ccccc12.Cc1ccc(O)cc1. For the HOMO-LUMO gap, the calculation gives 8.6 eV. The calculation puts the molecular weight at 239.32 g/mol.

***

- The highest energy above the lowest of the compared OMol25 structures with the same formula, charge and spin belongs to which entry?
  C5H9NO2